C4H9N2 | wB97M-V/def2-TZVPD

Bonds (Å) are listed after each position.
Element x y z (Å)
1 C 0.614 2.278 -0.851  N2 1.257, H7 1.080, H8 1.089
2 N 0.302 1.148 -0.396  C1 1.257, C3 1.438
3 C 1.118 -0.032 -0.499  N2 1.438, C4 1.554, H9 1.092, H10 1.094
4 C 0.402 -1.127 0.339  C3 1.554, N5 1.431, H11 1.094, H12 1.095
5 N -0.916 -0.621 0.573  C4 1.431, C6 1.251, H13 1.140
6 C -1.951 -1.206 0.963  N5 1.251, H14 1.082, H15 1.089
7 H -0.087 3.090 -0.728  C1 1.080
8 H 1.548 2.493 -1.368  C1 1.089
9 H 2.136 0.139 -0.141  C3 1.092
10 H 1.186 -0.343 -1.546  C3 1.094
11 H 0.378 -2.089 -0.180  C4 1.094
12 H 0.912 -1.278 1.296  C4 1.095
13 H -0.793 0.466 0.254  N5 1.140
14 H -2.876 -0.655 1.068  C6 1.082
15 H -1.971 -2.265 1.213  C6 1.089

Summary:
- Gap between HOMO and LUMO: 10.60 eV
- DFT total energy: -267.021070 Ha
- Molar mass: 85.13 g mol⁻¹
- LUMO: -4.272 eV
- Largest force on an atom: 1.17 eV/Å
- Spin multiplicity: 1
- Energy relative to the best compared isomer or geometry (same formula, charge and spin): 49.08 kcal/mol
- Charge: +1
- SMILES: C=NCC[NH+]=C